1.
Below is a cluster of 10 separate species, C20H57Cl6O20P3 in total in a non-equilibrium geometry, with properties calculated with ωB97M-V/def2-TZVPD.

Last column: Löwdin charge in e.
Positions of all 106 atoms, in Å:
H 5.58961 -4.45751 -2.97023  0.09
Cl 0.10987 -4.08289 -4.38246  0.57
H 3.36636 -0.46296 -5.54309  0.02
H -2.10663 -2.08095 5.33348  0.09
O -0.06526 1.25955 -1.95011  -0.21
C -0.19570 -3.10247 -5.80316  -1.02
O 0.09195 1.78098 5.29282  -0.22
H 2.59166 -2.71442 1.53948  0.08
H 1.08295 -4.86494 -1.24005  0.08
H -2.01685 3.79202 -0.24380  0.10
H -1.20890 -3.22811 -6.18492  0.03
H -2.22559 4.30018 2.10958  0.11
P 4.25763 -4.29325 -0.00132  0.43
H -4.04438 0.06380 -3.37969  0.12
H 2.48440 2.48788 1.56940  0.06
Cl 5.23309 0.27221 -0.56194  0.56
C -0.56515 -0.22551 0.84801  -0.15
H -3.71316 -0.06349 2.48301  0.11
C 5.77750 -3.80334 -2.11884  -0.12
O 2.24799 3.37709 1.29551  -0.09
C -3.86521 0.92823 -2.74034  -0.25
O -1.56969 -0.87655 -1.79341  -0.23
H -3.18346 5.12632 -0.04624  0.12
O -4.82531 -2.78992 2.49307  -0.07
H 2.82415 -1.86827 -2.10954  0.08
H -5.75567 -2.62385 2.66176  0.09
O 4.39688 -2.75624 0.46580  -0.24
P -0.09941 -0.19090 -1.66356  0.54
Cl 0.12177 -1.38596 -5.53449  0.56
C -2.93992 1.82924 -3.53069  -0.25
C 1.10406 3.28658 0.41339  -0.24
C -3.03306 3.72459 1.65702  -0.21
O 4.05907 -5.27739 1.08620  -0.23
H -0.92408 0.20658 7.47709  0.09
H -0.65937 -2.39637 4.50768  0.10
C 2.28946 -0.93569 -2.28982  -0.14
Cl 5.11074 0.69009 -6.73839  0.51
H 0.73206 3.35071 4.01060  0.09
C 4.21630 0.17421 -5.29873  -1.00
O 0.75899 -0.47004 6.36101  -0.22
O 3.09094 -4.24162 -1.10489  -0.21
H -1.98749 -1.84092 3.60783  0.07
H 0.18437 3.12409 0.97541  0.10
H -5.15664 2.14460 -1.79716  0.06
C 4.75673 1.98550 -0.28980  -0.92
H 2.56632 -0.22686 -1.50942  0.04
H -3.37279 2.32299 -4.40071  0.13
H 1.80058 4.64099 -1.08129  0.09
H -3.97389 4.08616 2.07198  0.11
H -1.52356 0.17814 0.52151  0.08
H -0.91360 -1.16817 1.27000  0.09
H -5.31318 0.04509 0.17566  0.10
O -1.16803 -0.30417 4.67585  -0.22
H -0.20307 0.42144 1.64704  0.08
H -0.79422 -2.84079 -2.11290  0.03
O -2.85362 2.32531 1.80027  -0.08
H -0.90474 3.46903 4.54979  0.09
H -0.59003 -1.52570 7.57311  0.09
H -1.41829 2.19871 -2.49877  0.02
H 5.58814 2.68715 -0.35725  0.03
C -2.99420 4.07096 0.15001  -0.22
H 1.22141 2.33367 -0.10264  0.06
H -2.22073 -2.70078 -1.02558  0.09
H -3.37051 1.94502 1.08627  0.03
H 3.84859 1.05408 -4.77078  0.02
O -4.63432 0.41628 0.74398  -0.07
H 3.89078 -1.78886 2.20307  0.10
C 3.43926 -2.08971 1.25770  -0.13
H -5.47907 -0.27320 2.45414  0.12
C -1.46947 -1.66839 4.55122  -0.13
O 0.29645 -0.55657 -0.13960  -0.21
C -0.14460 2.74824 4.24854  -0.09
C -4.55956 -0.39536 1.88171  -0.22
C 0.84857 4.45322 -0.58478  -0.27
H 0.43738 -0.38752 8.38544  0.09
C -0.13197 -0.54213 7.46890  -0.11
C -4.33521 -1.90154 1.50778  -0.23
H 3.00778 -1.23613 0.73487  0.06
H -2.31830 -2.56586 -2.77560  0.09
C 1.76839 -4.25971 -0.64680  -0.14
O 0.24984 5.50333 0.08396  -0.05
P 0.34500 0.19496 4.92820  0.52
H 0.19972 4.16674 -1.41245  0.11
H -4.94106 -2.11330 0.62676  0.11
O -2.22282 2.67732 -2.71154  -0.07
H -3.44078 0.65849 -1.77329  0.10
H -3.30850 -2.08947 1.19369  0.10
H 5.09291 -2.97286 -2.29128  0.04
H -2.24666 1.18488 -4.07130  0.11
H 0.49054 6.34689 -0.30602  0.09
H 0.39661 -3.49686 -6.62883  0.03
O -3.86217 3.25939 -0.60026  -0.09
H 1.50998 -4.58227 0.36180  0.09
H 6.82336 -3.50594 -2.19515  0.10
O -5.11969 1.49006 -2.49845  -0.06
H 2.86881 -0.60032 -3.15003  0.03
O 5.51962 -4.52979 -0.94874  -0.19
H -0.50306 2.40366 3.27856  0.06
H 1.38983 -3.23762 -0.65857  0.07
H 4.35217 2.11572 0.71393  0.02
H -3.34010 2.99923 -1.36273  0.03
Cl 3.56855 2.53315 -1.50649  0.60
O 0.90479 -1.15565 -2.56381  -0.27
O 1.29739 -0.08174 3.76993  -0.28
Cl 5.32909 -0.70376 -4.19642  0.51
C -1.71771 -2.30013 -1.90566  -0.09

HOMO level (eV): -9.62
Multiplicity: 1
Electronic energy (hartree): -6086.383286
Structure (SMILES): COP(=O)(OC)OC.COP(=O)(OC)OC.COP(=O)(OC)OC.ClCCl.ClCCl.ClCCl.OCCO.OCCO.OCCO.OCCO
LUMO level (eV): 0.217



2.
Below is a cluster of 2 separate species, C2H6N2O in total in a non-equilibrium geometry, with properties calculated with ωB97M-V/def2-TZVPD.

Last column: Löwdin charge in e.
Positions of all 11 atoms, in Å:
C -0.68104 -0.74014 -1.42350  -0.08
N -2.20819 -1.37395 0.56349  0.11
O 1.28140 0.83482 0.16986  -0.31
H -1.07522 0.14673 -1.95269  0.10
H -0.34045 -1.55797 -2.13604  0.11
N 0.66258 1.21735 1.38487  -0.04
H 0.15426 -0.36371 -0.97996  -0.02
H 0.40826 2.18290 1.28455  0.13
H -0.26988 0.72243 1.64480  0.17
C -1.54632 -1.21120 -0.35268  -0.29
H 1.17481 1.16165 2.25643  0.13

HOMO level (eV): -9.25
Multiplicity: 1
Electronic energy (hartree): -264.436785
Structure (SMILES): [NH3+][O-].CC#N
LUMO level (eV): 0.389
ΔE to the lowest compared entry with this formula, charge and spin (eV): 4.096



3.
Below is the molecule C4H7NO in a non-equilibrium geometry, with properties calculated with ωB97M-V/def2-TZVPD.

Last column: Löwdin charge in e.
Positions of all 13 atoms, in Å:
H 0.76055 0.52605 1.69219  0.13
C 0.68439 0.85509 -0.80909  -0.06
N -0.55641 -1.12189 -0.83144  0.10
H 0.56337 0.78917 -1.89343  0.08
O -1.21679 0.16339 0.93619  -0.09
H 1.52559 -1.16616 -0.25075  0.14
C 0.63090 -0.54473 -0.17055  -0.36
H 1.56472 1.44197 -0.55373  0.08
H -2.49201 -0.38260 -0.69103  0.14
C -1.50216 -0.51509 -0.24901  -0.22
H 0.08729 -1.11405 1.92252  0.12
H -0.19456 1.33071 -0.34127  0.08
C 0.14512 -0.26186 1.23941  -0.14

HOMO level (eV): -9.72
Multiplicity: 1
Electronic energy (hartree): -286.566472
Structure (SMILES): C[C@H]1COC=N1
LUMO level (eV): 1.068
ΔE to the lowest compared entry with this formula, charge and spin (eV): 1.774



4.
Below is a structure of composition C37H46CrGeN6OPSSe5 in a non-equilibrium geometry, with properties calculated with ωB97M-V/def2-TZVPD.

Last column: Löwdin spin population.
Positions of all 99 atoms, in Å:
H -4.15766 -2.68000 -2.11789  0.00
C 3.26040 -5.44867 0.25602  0.00
C -3.56534 -4.77508 0.93395  0.00
Se 0.81649 2.85129 0.34679  -0.03
C 4.31477 -0.44008 2.35502  0.00
H -3.34549 -1.61095 4.03038  0.00
H -3.71687 -4.06369 -3.13204  0.00
H 3.20681 2.85630 2.32486  0.00
C -0.51295 0.90678 -3.58970  0.00
O 4.05429 -0.39416 -1.51451  0.01
C -2.52352 -2.21537 3.66385  0.00
C 4.64740 0.54246 -0.62345  0.00
H -0.67000 -4.92064 4.46438  0.00
H -1.58697 -0.98325 -5.56114  0.00
H 4.54464 -3.94566 1.08216  0.00
H -0.03569 -5.03131 -0.36853  0.00
H -1.41208 -0.84849 -3.11382  0.00
Se -2.46408 2.60715 -1.16180  0.01
H -0.51548 3.70950 -4.92477  0.00
C 1.96322 -5.75206 -0.13578  0.00
H 5.05777 1.42701 1.65267  0.00
C -1.02364 -4.05839 3.91057  0.00
H 2.79876 -2.23414 1.17738  0.00
H 0.77714 2.87653 -5.82778  0.00
C -1.99916 -0.11185 -5.04246  0.00
C 2.72468 -1.80135 -3.24065  0.00
C 2.54772 -3.21721 0.80192  0.00
C -0.39099 -3.69723 2.72395  0.00
H 1.72397 -6.74452 -0.49832  0.00
N -1.06570 1.79478 5.15783  0.01
N 0.30664 0.16088 2.21100  -0.02
C -1.65994 -2.63464 -0.55112  0.00
H -2.58847 -3.60160 5.30811  0.00
N -0.47401 1.62891 -4.72341  0.00
C 1.06229 -0.96970 4.21926  0.00
C -4.02793 -3.76296 -2.12994  0.00
H -4.04875 -3.90409 1.37602  0.00
C 0.97389 -4.78650 -0.07229  0.00
Cr 0.26282 0.31733 0.21270  3.06
C 4.07622 0.95362 1.77474  0.00
H 2.27093 1.47194 2.87058  0.00
Se -2.06792 0.59166 -0.11208  -0.01
C 1.25279 -3.49380 0.36840  0.00
H 3.40874 -0.83392 2.80650  0.00
H -2.82807 -5.15060 1.64479  0.00
C -1.50673 1.20278 -5.65808  0.00
C -0.35750 0.89994 4.48981  0.00
H 5.04254 1.38019 -1.19591  0.00
H 0.88178 3.04032 -4.06058  0.00
H 2.69605 -2.82074 -5.12155  0.00
C 0.98010 -0.79401 2.83023  0.02
H 0.46280 -4.28127 2.41011  0.00
C 0.37125 -3.06489 -2.67623  0.00
H -2.30122 1.95454 -5.71018  0.00
C -1.90025 -1.88075 2.47279  0.00
H -2.71994 -6.65415 -1.71300  0.00
C 0.40016 -0.13662 5.06988  0.02
C 0.20619 2.88804 -4.89774  0.00
C 2.18740 -2.65593 -4.18063  0.00
H -4.31625 -5.54870 0.76606  0.00
H -2.27257 -1.00931 1.93943  0.00
Se -1.81547 2.84383 3.95925  0.00
C 3.54235 -4.18374 0.74619  0.00
H -3.08545 -0.18925 -5.04044  0.00
Ge -2.69735 -4.32579 -0.77137  0.00
H -1.36093 -6.52656 -0.59657  0.00
H -4.99482 -4.22495 -1.92571  0.00
H 1.49335 -1.48231 2.17729  0.00
C 2.79357 -0.62630 -1.11952  0.01
H 5.47099 0.04599 -0.10442  0.00
S 0.47717 1.20406 -2.27052  -0.03
C 3.28144 1.84594 2.72494  0.00
H 0.56867 -4.00944 -4.59083  0.00
C 0.85461 -2.17272 -1.71192  0.00
N -1.47439 -0.02669 -3.68637  0.00
H -2.36263 -2.12359 0.10723  0.00
H -1.75150 -2.11975 -1.50356  0.00
N 2.40920 0.01800 -0.05716  0.00
H 5.07842 -0.39579 3.13236  0.00
N -1.13178 1.99708 2.57697  -0.01
H 1.65755 -1.78641 4.60326  0.00
H 3.17545 1.94604 0.10466  0.00
H 3.65088 -1.29448 -3.46223  0.00
H 4.04132 -6.19516 0.18888  0.00
H -1.08518 1.07194 -6.65570  0.00
H -1.20538 -5.91140 -2.25288  0.00
H 0.44162 -0.24708 6.14483  0.00
H 4.65762 -1.14237 1.59093  0.00
H -0.53804 -3.61972 -2.47389  0.00
C 1.00158 -3.30857 -3.88503  0.00
Se -1.08288 4.09959 0.04194  0.01
C -0.81973 -2.60766 1.96026  -0.02
H 3.77278 1.89824 3.69937  0.00
C -0.39229 1.01484 3.04088  0.00
C 3.51963 0.93441 0.33507  0.00
C -1.88497 -6.02061 -1.40768  0.00
P -0.03649 -2.15711 0.18623  -0.03
C -2.09406 -3.32140 4.38610  0.00
C 2.08419 -1.56129 -2.01413  0.00

HOMO level (alpha / beta) (eV): -6.10 / -6.21
Multiplicity: 4
Electronic energy (hartree): -17709.382195
LUMO level (alpha / beta) (eV): -1.246 / -1.316



5.
Below is the ion C2H6ClN2 with charge +1 in a non-equilibrium geometry, with properties calculated with ωB97M-V/def2-TZVPD.

Last column: Löwdin charge in e.
Positions of all 11 atoms, in Å:
N -0.36011 -0.18727 0.93550  0.19
Cl 2.58178 0.71789 0.15536  0.67
C 1.87279 -0.77565 -0.33017  -0.46
H 1.86657 -1.57283 0.43771  0.09
C 0.08578 -0.66910 -0.19372  -0.29
H -1.40990 0.01745 0.95904  0.19
H 2.23688 -0.96628 -1.25582  0.02
H -0.51688 -1.40642 -2.05689  0.13
N -0.69433 -0.96153 -1.20003  0.23
H -1.65812 -0.93134 -1.03921  0.12
H 0.15404 0.32815 1.59357  0.10

HOMO level (eV): -15.33
Multiplicity: 1
Electronic energy (hartree): -649.233098
Total charge: +1
Structure (SMILES): NC(=[NH2+])CCl
LUMO level (eV): -3.806
ΔE to the lowest compared entry with this formula, charge and spin (eV): 1.077